a) Entry from OMol25: a 2-piece molecular cluster, C3H9NO2S overall (ωB97M-V/def2-TZVPD).

Calculated values
Molecular weight, g mol⁻¹: 123.18
Orbital gap, Ha: 0.21525

Structure (ORCA input):
```
! wB97M-V def2-TZVPD RIJCOSX def2/J DEFGRID3
* xyz -2 1
S -2.877 0.851 -2.084
O 1.994 -0.344 1.907
O 3.543 -2.359 1.854
N 0.275 0.524 0.585
C 1.480 -0.321 0.665
C -1.750 1.229 -0.678
C -0.486 0.365 -0.633
H 2.938 -1.507 1.872
H -2.283 1.072 0.261
H 2.186 0.068 -0.114
H 0.115 0.513 -1.538
H -0.835 -0.682 -0.804
H -0.266 0.265 1.401
H 3.388 -2.743 2.719
H -1.472 2.285 -0.787
H 1.261 -1.353 0.300
*
```

***

b) Entry from OMol25: a 2-piece molecular cluster, C3H9NO2S overall (ωB97M-V/def2-TZVPD).

Calculated values
Molecular weight, g mol⁻¹: 123.18
Orbital gap, Ha: 0.20671

Structure (ORCA input):
```
! wB97M-V def2-TZVPD RIJCOSX def2/J DEFGRID3
* xyz -2 1
S -2.692 1.468 -0.838
O 1.033 -0.108 1.621
O 2.454 -2.106 1.157
N 0.618 1.525 -0.690
C -1.389 0.181 -1.313
C -0.076 0.233 -0.539
C -0.182 -0.108 0.962
H 0.715 1.909 0.244
H -1.294 0.346 -2.383
H 1.661 -2.606 1.392
H -0.651 -1.123 1.024
H -1.883 -0.765 -1.083
H -0.011 2.171 -1.155
H 1.997 -1.120 1.210
H -0.905 0.622 1.356
H 0.604 -0.520 -0.965
*
```

***

Verdict on stability: b) comes out at the bottom.

***

a) Entry from OMol25: one molecule with the formula C8H8O (ωB97M-V/def2-TZVPD).

Calculated values
Molecular weight, g mol⁻¹: 120.15
Orbital gap, Ha: 0.36100
SMILES string: C1=C[C@]23C[C@H]2C=C[C@H]3O1

Structure (ORCA input):
```
! wB97M-V def2-TZVPD RIJCOSX def2/J DEFGRID3
* xyz 0 1
O 1.417 1.071 0.423
C -1.191 1.336 0.027
C 2.255 -0.012 0.049
C 0.153 0.841 -0.296
C 0.061 -0.598 -0.162
C -0.794 -1.095 1.016
C -1.377 -0.904 -0.404
C 1.547 -0.975 -0.529
C -2.100 0.370 -0.266
H -1.337 2.352 0.358
H 0.344 1.269 -1.269
H 1.817 -1.946 -0.840
H -0.417 -2.058 1.077
H -3.221 0.376 -0.402
H 3.332 0.120 0.146
H -1.321 -0.607 1.829
H -1.854 -1.859 -0.892
*
```

***

b) Entry from OMol25: C8H8O as an isolated structure (ωB97M-V/def2-TZVPD).

Calculated values
Molecular weight, g mol⁻¹: 120.15
Orbital gap, Ha: 0.31912

Structure (ORCA input):
```
! wB97M-V def2-TZVPD RIJCOSX def2/J DEFGRID3
* xyz 0 1
O -1.156 3.613 0.332
C 0.437 -1.383 -0.235
C 0.079 0.040 -0.024
C 1.023 0.924 -0.655
C -0.174 3.064 -0.039
C 0.200 0.461 -1.891
C -1.021 0.401 0.895
C -0.232 -0.770 -1.435
C 0.836 2.419 -0.503
H -1.960 -0.304 0.684
H -1.180 -1.311 -1.887
H 1.601 2.905 -0.989
H -0.068 -2.095 0.502
H 1.467 -1.749 -0.227
H -0.615 0.268 1.836
H -1.364 1.479 0.658
H 2.197 0.549 -0.613
*
```

***

Verdict on stability: b) comes out at the bottom.